A molecular structure, C24H60N4O12SSn2 in a non-equilibrium geometry, computed with wB97M-V/def2-TZVPD.

Properties
Gap between HOMO and LUMO = 4.63 eV
Charge = +2
Highest occupied orbital energy = -11.6321 eV
Lowest unoccupied orbital energy = -0.25740 Ha

Geometry as XYZ:
```
103
Properties=species:S:1:pos:R:3:lowdin_charge:R:1
Sn -27.095 29.790 18.195 1.72
Sn -30.074 28.715 22.632 1.64
S -29.095 31.246 20.468 0.17
O -28.213 30.074 20.726 -0.53
O -30.478 30.766 20.706 -0.41
O -28.766 32.347 21.352 -0.32
O -28.996 31.552 19.022 -0.44
C -34.322 28.672 16.232 -0.15
O -33.969 30.026 16.146 -0.17
C -34.619 30.583 15.020 -0.24
C -34.428 32.096 14.893 -0.22
N -33.072 32.513 15.222 -0.05
C -33.082 33.976 15.424 -0.21
C -31.712 34.553 15.563 -0.23
O -31.262 34.253 16.857 -0.20
C -29.965 34.606 17.227 -0.11
H -34.003 28.149 15.322 0.08
H -35.363 28.359 16.347 0.09
H -33.750 28.151 17.002 0.08
H -35.681 30.316 15.015 0.12
H -34.280 30.064 14.115 0.12
H -35.223 32.443 15.558 0.12
H -34.774 32.466 13.923 0.12
H -32.493 32.235 14.439 0.11
H -33.623 34.102 16.362 0.13
H -33.635 34.456 14.611 0.12
H -31.840 35.642 15.606 0.13
H -31.026 34.303 14.749 0.13
H -29.819 34.099 18.179 0.07
H -29.854 35.694 17.202 0.09
H -29.281 34.177 16.485 0.08
C -26.638 28.567 23.872 -0.09
O -27.803 29.336 23.951 -0.34
C -27.639 30.699 24.367 -0.16
C -29.005 31.338 24.650 -0.17
N -30.013 31.084 23.609 -0.12
C -31.320 31.676 24.078 -0.12
C -32.366 31.483 23.007 -0.24
O -32.613 30.131 22.811 -0.30
C -33.936 29.817 22.468 -0.08
H -25.904 28.833 24.638 0.11
H -25.996 28.789 23.010 0.06
H -26.914 27.515 23.822 0.10
H -26.983 31.343 23.775 0.12
H -27.079 30.638 25.305 0.14
H -28.867 32.343 25.053 0.14
H -29.377 30.772 25.511 0.13
H -29.564 31.703 22.933 0.06
H -31.203 32.745 24.260 0.14
H -31.630 31.161 24.987 0.14
H -31.984 31.842 22.046 0.12
H -33.268 32.092 23.091 0.15
H -34.207 30.207 21.481 0.11
H -34.725 30.077 23.172 0.11
H -33.828 28.773 22.163 0.10
C -26.101 32.779 19.898 -0.08
O -25.393 31.613 19.440 -0.30
C -24.367 31.239 20.337 -0.20
C -23.675 30.022 19.669 -0.14
N -24.636 28.905 19.446 -0.09
C -25.095 28.381 20.760 -0.21
C -25.801 27.053 20.501 -0.18
O -26.731 27.281 19.418 -0.36
C -27.287 25.997 19.037 -0.05
H -26.947 33.056 19.271 0.09
H -25.517 33.672 20.132 0.11
H -26.572 32.589 20.867 0.05
H -24.756 31.093 21.346 0.12
H -23.627 32.037 20.422 0.14
H -22.873 29.740 20.353 0.13
H -23.316 30.388 18.709 0.13
H -24.185 28.116 19.000 0.13
H -25.788 29.031 21.303 0.07
H -24.318 28.378 21.529 0.14
H -26.393 26.727 21.360 0.12
H -25.105 26.234 20.305 0.14
H -27.684 25.478 19.907 0.10
H -26.622 25.478 18.345 0.11
H -28.074 26.230 18.315 0.09
C -26.191 34.320 23.253 -0.13
O -26.453 34.591 24.622 -0.18
C -27.299 35.696 24.738 -0.23
C -27.471 36.036 26.243 -0.21
N -28.235 37.259 26.484 -0.05
C -29.642 37.120 26.042 -0.22
C -30.503 38.288 26.472 -0.23
O -30.517 38.262 27.889 -0.18
C -31.517 39.139 28.380 -0.12
H -25.562 33.426 23.216 0.07
H -25.754 35.073 22.596 0.10
H -27.062 33.916 22.724 0.06
H -28.221 35.402 24.229 0.11
H -26.841 36.614 24.358 0.13
H -26.565 36.137 26.842 0.13
H -27.945 35.163 26.713 0.10
H -28.242 37.362 27.491 0.11
H -30.073 36.215 26.493 0.11
H -29.778 36.879 24.986 0.11
H -31.471 38.468 26.002 0.12
H -29.924 39.166 26.159 0.13
H -31.352 40.208 28.227 0.09
H -31.782 38.975 29.425 0.09
H -32.512 38.973 27.951 0.08
```


11 unconnected molecules or ions with the total composition C3H28O17P2S in a non-equilibrium geometry, computed with wB97M-V/def2-TZVPD.

Properties
Gap between HOMO and LUMO = 10.24 eV
SMILES = CS(=O)(=O)C(=O)OCPP(=O)(O)O.O.O.O.O.O.O.O.O.O.O
Highest occupied orbital energy = -10.3904 eV
Lowest unoccupied orbital energy = -0.00550 Ha

Geometry as XYZ:
```
51
Properties=species:S:1:pos:R:3:nbo_charge:R:1
C -2.598 2.118 -0.078 -0.90
S -1.653 2.770 -1.433 2.08
O -2.335 3.899 -2.000 -0.91
O -1.242 1.708 -2.310 -0.95
C -0.142 3.359 -0.540 0.55
O -0.240 4.212 0.280 -0.51
O 0.962 2.689 -0.886 -0.51
C 1.799 2.281 0.211 -0.35
P 2.574 0.644 -0.210 0.19
P 1.067 -0.911 -0.347 2.09
O 1.781 -2.122 -0.799 -1.15
O -0.087 -0.471 -1.327 -1.00
O 0.287 -1.171 1.038 -1.00
H -2.609 1.034 -0.150 0.26
H -2.192 2.457 0.873 0.26
H -3.606 2.509 -0.197 0.31
H 1.257 2.334 1.154 0.22
H 2.639 2.973 0.298 0.23
H 3.189 0.303 1.007 0.04
H -0.981 -0.764 -1.075 0.55
H 0.906 -1.201 1.783 0.52
O 5.599 0.977 1.444 -0.95
H 5.775 0.197 1.980 0.47
H 6.445 1.183 1.033 0.48
O 4.234 -2.224 -2.354 -0.97
H 4.000 -1.851 -3.211 0.48
H 3.389 -2.303 -1.883 0.50
O -5.145 2.431 -1.790 -0.95
H -4.526 2.710 -2.476 0.48
H -6.012 2.515 -2.198 0.48
O -2.887 -0.805 1.917 -0.95
H -2.910 -1.578 2.492 0.48
H -1.967 -0.743 1.642 0.47
O 2.509 -3.914 1.478 -0.97
H 2.455 -3.406 0.658 0.49
H 3.284 -4.473 1.372 0.47
O -3.190 -2.607 4.422 -0.96
H -4.000 -3.105 4.265 0.49
H -3.035 -2.683 5.370 0.49
O -3.388 0.267 5.374 -0.95
H -4.165 0.157 5.930 0.46
H -3.275 -0.581 4.926 0.48
O 5.511 0.373 -2.439 -0.96
H 4.924 0.965 -1.958 0.46
H 5.273 -0.503 -2.093 0.49
O -2.746 -0.818 -2.792 -0.97
H -2.217 -1.184 -3.510 0.49
H -2.465 0.103 -2.727 0.48
O -0.242 -2.444 -3.720 -0.96
H 0.058 -3.341 -3.542 0.48
H -0.064 -1.963 -2.903 0.48
```


C3H2F2I2 in the gas phase in a non-equilibrium geometry, computed with wB97M-V/def2-TZVPD.

Properties
Gap between HOMO and LUMO (alpha / beta) = 8.14 / 7.56 eV
Highest occupied orbital energy (alpha / beta) = -8.5154 / -8.1028 eV
Lowest unoccupied orbital energy (alpha / beta) = -0.01379 / -0.01980 Ha

Geometry as XYZ:
```
9
Properties=species:S:1:pos:R:3:nbo_charge:R:1
C -1.049 -1.418 0.050 -0.52
C 0.078 -1.011 0.501 -0.22
C 0.319 1.495 -0.244 0.51
F -0.107 2.255 0.782 -0.34
F -0.438 1.721 -1.337 -0.34
I 1.977 -1.298 1.113 0.33
I 2.388 1.581 -0.541 0.12
H -1.457 -2.474 0.302 0.22
H -1.710 -0.851 -0.625 0.24
```


A molecular structure, C44H41FN7O3PPb, computed with wB97M-V/def2-TZVPD.

Properties
Gap between HOMO and LUMO = 7.41 eV
Charge = +4
Highest occupied orbital energy = -17.3356 eV
Lowest unoccupied orbital energy = -0.36462 Ha

Geometry as XYZ:
```
98
Properties=species:S:1:pos:R:3:lowdin_charge:R:1
Pb 2.144 2.065 0.459 1.60
C 2.984 1.152 5.011 0.00
C 2.087 1.956 5.686 0.01
C 1.168 2.707 4.957 0.04
C 1.190 2.638 3.578 -0.20
N 2.069 1.853 2.921 -0.04
C 2.938 1.128 3.623 -0.11
C 0.299 3.467 2.716 -0.18
C -0.930 4.062 3.240 0.03
C -1.713 4.834 2.476 0.04
C -1.362 5.182 1.067 -0.14
C -0.196 4.304 0.574 -0.24
N 0.670 3.604 1.493 -0.02
H 3.719 0.558 5.536 0.13
H 2.100 2.014 6.766 0.14
H 0.473 3.357 5.468 0.13
H 3.630 0.512 3.060 0.12
H -1.205 3.860 4.264 0.12
H -2.614 5.265 2.899 0.14
H -1.241 6.263 0.977 0.17
H 0.412 4.819 -0.171 0.15
N -0.238 3.161 -3.552 0.02
P 1.013 2.088 -3.617 0.98
C 1.269 1.694 -5.304 -0.28
C 0.225 1.142 -6.064 -0.06
C 0.425 0.902 -7.410 -0.03
C 1.649 1.207 -8.000 -0.01
C 2.680 1.757 -7.250 -0.03
C 2.498 2.006 -5.901 -0.05
C 2.466 2.748 -2.828 -0.34
C 2.507 4.072 -2.389 -0.09
C 3.650 4.551 -1.760 -0.06
C 4.753 3.721 -1.596 -0.05
C 4.720 2.406 -2.052 -0.07
C 3.576 1.912 -2.661 -0.12
C -0.887 3.558 -2.373 -0.35
C -1.690 4.791 -2.432 0.03
C -2.310 5.245 -1.341 0.02
C -2.250 4.508 -0.039 -0.14
C -1.199 3.369 -0.104 -0.23
N -0.689 2.843 -1.340 0.14
H -0.603 3.487 -4.438 0.15
H -0.725 0.904 -5.605 0.10
H -0.372 0.480 -8.005 0.13
H 1.795 1.018 -9.055 0.13
H 3.624 2.000 -7.719 0.13
H 3.299 2.452 -5.329 0.11
H 1.665 4.733 -2.558 0.11
H 3.693 5.582 -1.433 0.13
H 5.653 4.108 -1.135 0.13
H 5.592 1.773 -1.950 0.13
H 3.554 0.889 -3.019 0.13
H -1.766 5.313 -3.377 0.13
H -2.912 6.144 -1.397 0.14
H -3.257 4.232 0.279 0.16
H -1.464 2.546 0.562 0.16
F 0.656 -2.976 4.031 0.09
C 0.107 -2.959 2.805 -0.18
C 0.330 -1.887 2.003 0.09
C -0.277 -1.800 0.736 -0.05
C 0.001 -0.675 -0.137 -0.26
O 0.744 0.268 0.283 -0.25
C -0.623 -0.728 -1.415 0.00
C -1.500 -1.761 -1.698 0.07
N -1.779 -2.763 -0.877 0.04
C -2.684 -3.822 -1.319 -0.24
C -4.017 -3.961 -0.644 -0.07
C -3.936 -3.443 -2.047 -0.06
C -1.141 -2.838 0.359 -0.09
C -1.349 -3.946 1.190 0.08
C -0.722 -4.049 2.424 -0.12
N -0.931 -5.118 3.268 -0.06
C 0.099 -5.608 4.192 -0.11
C 0.133 -7.126 4.189 -0.06
N -1.188 -7.683 4.675 0.09
C -2.359 -6.803 4.285 -0.06
C -2.039 -6.028 3.020 -0.14
C -0.490 0.219 -2.544 -0.43
O -1.331 0.410 -3.370 0.14
O 0.755 0.812 -2.650 -0.11
H 0.965 -1.087 2.356 0.12
H -2.004 -1.784 -2.654 0.16
H -2.154 -4.713 -1.630 0.16
H -4.259 -3.242 0.127 0.12
H -4.394 -4.961 -0.480 0.12
H -4.151 -2.393 -2.192 0.12
H -4.241 -4.084 -2.861 0.12
H -1.992 -4.738 0.843 0.11
H -0.055 -5.230 5.206 0.14
H 1.083 -5.274 3.874 0.14
H 0.917 -7.505 4.840 0.15
H 0.293 -7.517 3.186 0.15
H -1.172 -7.788 5.691 0.19
H -1.314 -8.626 4.301 0.19
H -2.539 -6.124 5.116 0.15
H -3.231 -7.439 4.156 0.15
H -2.932 -5.455 2.765 0.14
H -1.847 -6.718 2.187 0.14
```


C3H4N2O in the gas phase, computed with wB97M-V/def2-TZVPD.

Properties
Gap between HOMO and LUMO = 10.44 eV
SMILES = OC1C=NN=C1
Highest occupied orbital energy = -10.3142 eV
Lowest unoccupied orbital energy = 0.00445 Ha

Geometry as XYZ:
```
10
Properties=species:S:1:pos:R:3:nbo_charge:R:1
O -0.687 1.252 -1.083 -0.68
C 0.037 0.462 -0.190 -0.04
C -0.515 -0.222 1.024 0.04
N 0.030 -1.367 1.204 -0.24
N 0.809 -1.694 0.042 -0.24
C 0.764 -0.704 -0.770 0.06
H -1.399 1.705 -0.618 0.48
H 0.824 1.040 0.337 0.22
H -1.111 0.260 1.794 0.20
H 1.248 -0.734 -1.741 0.21
```


A molecular structure, C31H36CoF6N11O3PS in a non-equilibrium geometry, computed with wB97M-V/def2-TZVPD.

Properties
Gap between HOMO and LUMO (alpha / beta) = 7.35 / 7.34 eV
Spin multiplicity = 2
Highest occupied orbital energy (alpha / beta) = -7.1752 / -7.1672 eV
Lowest unoccupied orbital energy (alpha / beta) = 0.00625 / 0.00639 Ha

Geometry as XYZ:
```
90
Properties=species:S:1:pos:R:3:mulliken_spin:R:1
Co -0.260 -0.877 -0.293 0.96
C -4.558 2.389 -1.010 0.00
N -3.737 1.299 -0.516 0.00
C -4.037 0.493 0.549 0.00
C -2.980 -0.348 0.706 0.00
N -2.046 -0.068 -0.246 -0.05
C -2.519 0.926 -0.974 0.00
P -1.643 1.706 -2.342 0.00
C -1.126 0.160 -3.157 0.00
N -0.630 -0.870 -2.512 0.04
C -0.367 -1.833 -3.440 0.00
C -0.712 -1.366 -4.678 0.01
N -1.194 -0.095 -4.492 0.00
C -1.704 0.785 -5.531 0.00
C -0.113 2.031 -1.418 0.00
N 0.620 1.092 -0.863 0.02
C 1.677 1.725 -0.272 0.01
C 1.579 3.066 -0.492 0.00
N 0.437 3.253 -1.224 0.00
C -0.173 4.538 -1.510 0.00
H -5.532 2.322 -0.534 0.00
H -4.687 2.316 -2.088 0.00
H -4.108 3.349 -0.761 0.00
H -4.942 0.613 1.117 0.00
H -2.823 -1.112 1.444 0.00
H 0.014 -2.798 -3.149 0.00
H -0.661 -1.813 -5.656 0.00
H -1.524 0.317 -6.495 0.00
H -1.193 1.745 -5.504 0.00
H -2.774 0.947 -5.411 0.00
H 2.413 1.184 0.301 0.00
H 2.202 3.893 -0.196 0.00
H 0.609 5.275 -1.678 0.00
H -0.793 4.843 -0.667 0.00
H -0.787 4.462 -2.405 0.00
N 2.590 4.383 6.398 0.00
C 1.719 3.828 5.466 0.00
C 0.584 3.132 5.883 0.00
C -0.302 2.611 4.958 0.00
C -0.078 2.787 3.600 0.00
C 1.046 3.485 3.178 0.00
C 1.934 4.012 4.099 0.00
S -1.100 1.975 2.413 0.00
O -2.339 1.680 3.099 0.00
O -1.171 2.878 1.269 0.00
N -0.367 0.686 1.856 0.00
C 0.009 -0.343 2.634 0.00
N -0.054 -0.336 3.977 0.00
C 0.433 -1.400 4.599 0.00
C 1.003 -2.477 3.942 0.00
C 0.986 -2.414 2.558 0.00
N 0.483 -1.389 1.895 0.03
H 2.571 3.986 7.322 0.00
H 3.512 4.613 6.071 0.00
H 0.410 2.984 6.943 0.00
H -1.178 2.064 5.275 0.00
H 1.213 3.618 2.118 0.00
H 2.804 4.566 3.765 0.00
H 0.370 -1.386 5.684 0.00
H 1.409 -3.328 4.469 0.00
H 1.390 -3.218 1.956 0.00
C -2.801 -4.295 -1.263 0.00
C -1.753 -3.820 -0.242 0.01
O -1.388 -2.555 -0.500 0.02
C -0.540 -4.804 -0.343 0.00
F 0.265 -4.438 -1.364 0.00
F 0.232 -4.824 0.760 0.00
F -0.884 -6.084 -0.583 0.00
C -2.382 -3.985 1.169 0.00
F -1.679 -3.389 2.137 0.00
F -2.530 -5.282 1.522 0.00
F -3.615 -3.437 1.205 0.00
H -2.357 -4.216 -2.256 0.00
H -3.648 -3.616 -1.209 0.00
H -3.139 -5.318 -1.098 0.00
C 3.784 -2.702 -3.182 0.00
C 3.621 -1.388 -2.409 0.00
C 4.870 -1.090 -1.574 0.00
C 3.320 -0.231 -3.373 0.00
C 2.464 -1.517 -1.508 -0.01
N 1.555 -1.583 -0.819 -0.02
H 4.638 -2.611 -3.854 0.00
H 2.894 -2.919 -3.773 0.00
H 3.962 -3.538 -2.506 0.00
H 5.723 -0.975 -2.245 0.00
H 5.082 -1.902 -0.878 0.00
H 4.749 -0.169 -1.004 0.00
H 4.138 -0.156 -4.091 0.00
H 3.228 0.714 -2.837 0.00
H 2.389 -0.412 -3.913 0.00
```